Record 1
DFT (ωB97M-V/def2-TZVPD) results for a molecular structure, C16H19F6MoN3O5Sb.

The geometry in ORCA input format:
```
! wB97M-V def2-TZVPD RIJCOSX def2/J DEFGRID3
* xyz 2 4
Mo 0.481 -0.133 0.526
O -1.784 -0.128 -3.897
C -1.168 -0.476 -2.787
O -1.693 -1.126 -1.844
C 0.248 0.043 -2.783
C 0.639 0.584 -4.010
C 1.846 1.244 -4.186
C 2.722 1.323 -3.118
C 2.323 0.685 -1.937
N 1.117 0.094 -1.702
C 3.229 0.610 -0.805
O 4.550 0.921 -0.932
O 2.809 0.303 0.343
H -2.779 -0.480 -3.738
H -0.054 0.541 -4.859
H 2.007 1.707 -5.188
H 3.655 1.819 -3.179
H 4.760 0.939 -1.886
N -1.631 3.506 0.210
C -1.175 2.249 0.436
O 0.042 1.992 0.621
C -2.192 1.178 0.369
C -1.610 -0.083 0.817
H -1.026 4.302 0.273
H -2.591 3.615 0.062
H -2.528 1.149 -0.687
H -2.995 1.524 1.042
H -2.162 -1.019 0.415
H -1.701 -0.112 1.935
C 0.135 -2.995 2.785
C 0.796 -1.776 3.348
C 1.318 -1.595 4.643
C 1.825 -0.282 4.739
C 1.669 0.328 3.494
C 2.132 1.724 3.194
N 0.998 -0.534 2.677
H 0.112 -3.807 3.500
H 0.565 -3.336 1.828
H -0.922 -2.857 2.461
H 1.357 -2.380 5.412
H 2.405 0.209 5.580
H 1.472 2.266 2.501
H 3.156 1.731 2.717
H 2.297 2.288 4.129
F 0.592 -2.102 0.021
Sb -3.674 -2.196 -1.968
F -3.235 -3.513 -0.673
F -4.226 -0.921 -0.700
F -2.785 -3.124 -3.355
F -4.048 -0.819 -3.378
F -5.279 -3.078 -2.465
*
```

Values from the calculation:
**Relative energy (zero: lowest compared OMol25 entry of this formula, charge and spin)**: 17.0 kcal per mole
**Frontier orbital gap (alpha / beta)**: 6.3 / 7.2 eV
**HOMO (alpha / beta)**: -14.87 / -15.51 eV

***

Record 2
DFT (ωB97M-V/def2-TZVPD) results for a molecular structure, C16H19GeN3NiO2.

The geometry in ORCA input format:
```
! wB97M-V def2-TZVPD RIJCOSX def2/J DEFGRID3
* xyz 0 1
Ni -0.034 0.442 -0.572
O 1.432 4.148 -1.187
C 1.155 2.982 -1.020
N -0.043 2.352 -0.904
C -1.247 2.973 -0.986
O -1.539 4.138 -1.131
C -2.335 1.922 -0.882
C -3.662 2.255 -1.072
C -4.616 1.260 -0.967
C -4.212 -0.033 -0.671
C -2.865 -0.287 -0.496
N -1.940 0.671 -0.602
C 2.250 1.939 -0.940
C 3.576 2.291 -1.092
C 4.538 1.299 -1.023
C 4.138 -0.012 -0.809
C 2.792 -0.284 -0.665
N 1.861 0.671 -0.725
H -3.900 3.286 -1.291
H -5.664 1.487 -1.111
H -4.922 -0.841 -0.578
H -2.505 -1.276 -0.267
H 3.809 3.333 -1.259
H 5.587 1.542 -1.132
H 4.854 -0.820 -0.753
H 2.437 -1.288 -0.501
C 0.076 -3.945 1.373
Ge 0.060 -1.999 1.190
C -1.449 -1.339 2.249
C 1.645 -1.346 2.134
C -0.032 -1.470 -0.669
H 0.141 -4.266 2.416
H 0.933 -4.356 0.835
H -0.834 -4.367 0.941
H -1.245 -1.563 3.298
H -2.392 -1.819 1.982
H -1.570 -0.259 2.153
H 1.505 -1.565 3.195
H 1.774 -0.268 2.027
H 2.561 -1.841 1.808
H -0.948 -1.874 -1.098
H 0.829 -1.876 -1.199
*
```

Values from the calculation:
**Frontier orbital gap (alpha / beta)**: 8.2 / 8.2 eV
**HOMO (alpha / beta)**: -8.40 / -8.40 eV

***

Record 3
DFT (ωB97M-V/def2-TZVPD) results for a molecular structure, C16H19I2N7O6ReS.

The geometry in ORCA input format:
```
! wB97M-V def2-TZVPD RIJCOSX def2/J DEFGRID3
* xyz 2 2
Re 1.177 -1.278 1.806
I 0.114 1.826 4.410
C -0.883 0.083 5.092
I -0.635 -1.686 3.837
H -1.948 0.287 5.135
H -0.500 -0.189 6.069
N 2.756 -0.411 3.097
C 4.093 -0.562 2.466
C 3.965 -0.875 0.958
O 4.909 -0.763 0.235
O 2.753 -1.248 0.597
H 2.596 0.572 3.312
H 2.767 -0.903 3.987
H 4.636 -1.402 2.899
H 4.702 0.335 2.568
O -4.651 2.226 -2.364
S -4.395 3.140 -3.446
O -5.319 4.232 -3.578
O -3.951 2.484 -4.669
C -2.721 3.924 -3.009
N -2.243 5.003 -3.569
C -1.016 5.354 -3.202
C -0.301 4.629 -2.250
C -0.913 3.507 -1.706
N -2.129 3.144 -2.136
C -0.366 2.600 -0.674
C -1.253 1.706 -0.057
C -0.760 0.732 0.774
N 0.557 0.580 1.030
C 1.388 1.499 0.522
C 0.975 2.514 -0.322
H -0.608 6.239 -3.674
H 0.687 4.947 -1.948
H -2.309 1.769 -0.277
H -1.437 0.023 1.237
H 2.437 1.406 0.766
H 1.714 3.195 -0.719
C -0.855 -4.942 -2.162
N -0.346 -4.236 -0.997
C 0.379 -4.878 0.090
C 0.741 -3.682 0.922
O 1.407 -3.557 1.954
N 0.204 -2.569 0.371
C -0.390 -2.924 -0.797
N -0.937 -2.051 -1.625
H -0.581 -5.990 -2.083
H -0.421 -4.542 -3.079
H -1.942 -4.878 -2.212
H 1.264 -5.405 -0.274
H -0.242 -5.585 0.647
H -0.862 -1.065 -1.434
H -1.305 -2.337 -2.518
*
```

Values from the calculation:
**Relative energy (zero: lowest compared OMol25 entry of this formula, charge and spin)**: 16.5 kcal per mole
**Frontier orbital gap (alpha / beta)**: 6.7 / 5.7 eV
**HOMO (alpha / beta)**: -14.38 / -14.38 eV

***

Record 4
DFT (ωB97M-V/def2-TZVPD) results for a molecular structure, C16H19IrN8O3S3.

The geometry in ORCA input format:
```
! wB97M-V def2-TZVPD RIJCOSX def2/J DEFGRID3
* xyz 2 1
Ir -0.448 -0.117 0.118
C 1.533 -0.851 -4.736
S 1.515 0.837 -4.094
C 0.721 0.733 -2.575
S 0.300 -0.914 -1.855
N 0.488 1.823 -1.942
N -0.061 1.673 -0.692
C -0.280 2.709 0.029
C -0.777 2.461 1.379
C -1.035 3.480 2.274
C -1.449 3.153 3.561
C -1.575 1.821 3.906
C -1.298 0.844 2.958
N -0.922 1.152 1.721
H 2.104 -0.763 -5.659
H 0.532 -1.198 -4.968
H 2.052 -1.534 -4.068
H -0.067 3.704 -0.345
H -0.905 4.510 1.972
H -1.657 3.933 4.281
H -1.882 1.524 4.899
H -1.364 -0.211 3.188
C -5.512 -0.066 -0.134
C -4.565 -0.968 0.558
N -4.871 -1.936 1.370
N -3.685 -2.495 1.719
C -2.650 -1.884 1.145
S -0.965 -2.147 1.255
N -3.191 -0.908 0.412
N -2.420 -0.149 -0.500
H -6.517 -0.274 0.223
H -5.482 -0.227 -1.212
H -5.281 0.982 0.069
H -3.664 -3.286 2.343
H -2.902 0.743 -0.576
H -2.357 -1.440 -1.810
O 1.480 -0.034 0.933
N 2.473 -0.775 0.398
C 2.600 -2.063 0.752
C 3.641 -2.813 0.252
C 4.557 -2.221 -0.606
C 4.408 -0.882 -0.941
C 3.351 -0.170 -0.420
H 1.857 -2.430 1.443
H 3.731 -3.848 0.548
H 5.386 -2.794 -1.000
H 5.110 -0.380 -1.591
H 3.163 0.878 -0.600
O -0.937 -1.155 -2.945
O -1.835 -2.083 -2.358
*
```

Values from the calculation:
**Relative energy (zero: lowest compared OMol25 entry of this formula, charge and spin)**: 0.0 kcal per mole
**Frontier orbital gap**: 7.0 eV
**HOMO**: -14.15 eV

***

Record 5
DFT (ωB97M-V/def2-TZVPD) results for 2 unconnected molecules or ions with the total composition C16H19N2.

The geometry in ORCA input format:
```
! wB97M-V def2-TZVPD RIJCOSX def2/J DEFGRID3
* xyz 1 1
C -1.100 -1.307 2.141
N -0.516 -0.033 1.765
C -1.390 1.121 1.935
N 0.761 0.070 2.246
C 1.500 1.102 2.022
H -2.006 -1.469 1.551
H -0.361 -2.088 1.945
H -1.366 -1.348 3.210
H -2.307 0.935 1.357
H -1.702 1.284 2.987
H -0.897 2.027 1.559
H 2.353 1.276 2.683
H 1.281 1.852 1.239
C 4.246 1.295 1.624
C 4.284 0.436 0.483
C 4.713 -0.905 0.704
C 4.655 -1.853 -0.307
C 4.210 -1.484 -1.585
C 3.791 -0.173 -1.831
C 3.792 0.776 -0.808
C 4.505 2.695 1.703
C 4.843 3.223 2.990
C 4.864 4.590 3.220
C 4.552 5.479 2.184
C 4.280 4.989 0.900
C 4.352 3.625 0.631
H 4.272 0.767 2.590
H 5.059 -1.185 1.699
H 4.952 -2.884 -0.108
H 4.106 -2.242 -2.367
H 3.436 0.122 -2.820
H 3.335 1.751 -0.967
H 5.051 2.526 3.801
H 5.108 4.973 4.213
H 4.447 6.548 2.391
H 4.010 5.676 0.095
H 4.234 3.268 -0.388
*
```

Values from the calculation:
**Relative energy (zero: lowest compared OMol25 entry of this formula, charge and spin)**: 91.1 kcal per mole
**Frontier orbital gap**: 5.0 eV
**HOMO**: -10.78 eV

***

Record 6
DFT (ωB97M-V/def2-TZVPD) results for C16H19N3 in the gas phase.

The geometry in ORCA input format:
```
! wB97M-V def2-TZVPD RIJCOSX def2/J DEFGRID3
* xyz 0 1
C -1.436 3.573 -1.359
C -2.430 3.084 -0.312
C -1.757 2.498 0.930
C -1.014 1.195 0.649
C -0.403 0.609 1.921
C 0.324 -0.713 1.645
N 1.395 -0.541 0.677
C 2.341 0.389 0.968
C 3.150 0.934 0.028
C 2.950 0.563 -1.325
C 2.062 -0.420 -1.613
C 1.332 -1.101 -0.589
C 0.645 -2.261 -0.907
C 0.225 -3.284 -0.052
C -0.452 -4.405 -0.482
C -0.868 -4.575 -1.813
N -1.208 -4.704 -2.903
C -0.768 -5.440 0.412
N -1.025 -6.271 1.164
H -0.864 2.747 -1.776
H -0.742 4.288 -0.922
H -1.962 4.062 -2.175
H -3.085 2.331 -0.755
H -3.055 3.924 -0.002
H -2.522 2.311 1.689
H -1.058 3.232 1.340
H -0.222 1.381 -0.079
H -1.707 0.471 0.212
H -1.193 0.407 2.647
H 0.275 1.340 2.366
H 0.728 -1.122 2.576
H -0.404 -1.411 1.236
H 2.404 0.676 2.007
H 3.906 1.650 0.300
H 3.515 1.049 -2.104
H 1.912 -0.754 -2.628
H 0.507 -2.445 -1.964
H 0.504 -3.268 0.994
*
```

Values from the calculation:
**Relative energy (zero: lowest compared OMol25 entry of this formula, charge and spin)**: 30.7 kcal per mole
**Frontier orbital gap**: 6.8 eV
**HOMO**: -7.51 eV

***

Copy entry 5 word for word.
DFT (ωB97M-V/def2-TZVPD) results for 2 unconnected molecules or ions with the total composition C16H19N2.

The geometry in ORCA input format:
```
! wB97M-V def2-TZVPD RIJCOSX def2/J DEFGRID3
* xyz 1 1
C -1.100 -1.307 2.141
N -0.516 -0.033 1.765
C -1.390 1.121 1.935
N 0.761 0.070 2.246
C 1.500 1.102 2.022
H -2.006 -1.469 1.551
H -0.361 -2.088 1.945
H -1.366 -1.348 3.210
H -2.307 0.935 1.357
H -1.702 1.284 2.987
H -0.897 2.027 1.559
H 2.353 1.276 2.683
H 1.281 1.852 1.239
C 4.246 1.295 1.624
C 4.284 0.436 0.483
C 4.713 -0.905 0.704
C 4.655 -1.853 -0.307
C 4.210 -1.484 -1.585
C 3.791 -0.173 -1.831
C 3.792 0.776 -0.808
C 4.505 2.695 1.703
C 4.843 3.223 2.990
C 4.864 4.590 3.220
C 4.552 5.479 2.184
C 4.280 4.989 0.900
C 4.352 3.625 0.631
H 4.272 0.767 2.590
H 5.059 -1.185 1.699
H 4.952 -2.884 -0.108
H 4.106 -2.242 -2.367
H 3.436 0.122 -2.820
H 3.335 1.751 -0.967
H 5.051 2.526 3.801
H 5.108 4.973 4.213
H 4.447 6.548 2.391
H 4.010 5.676 0.095
H 4.234 3.268 -0.388
*
```

Values from the calculation:
**Relative energy (zero: lowest compared OMol25 entry of this formula, charge and spin)**: 91.1 kcal per mole
**Frontier orbital gap**: 5.0 eV
**HOMO**: -10.78 eV